Below is a structure of composition C3H8FNO, with properties calculated with ωB97M-V/def2-TZVPD.

## Properties
- spin multiplicity = 1
- F_max (hartree/bohr) = 0.0957
- ΔE to the lowest compared entry with this formula, charge and spin (kcal per mole) = 35.8

Structure (XYZ):
```
14
C3H8FNO | the OMol25 dataset | ωB97M-V/def2-TZVPD
C 0.285 0.598 1.722
C 0.425 -1.343 -1.457
C -0.077 0.270 0.352
N -1.402 0.510 -0.132
O 0.548 -0.890 -0.009
F 0.855 1.449 -0.423
H 0.283 -0.196 2.408
H 1.344 0.822 1.723
H -0.207 1.465 2.244
H 0.768 -0.426 -2.026
H -0.456 -1.831 -1.662
H 1.201 -2.057 -1.633
H -1.867 1.436 -0.042
H -1.699 0.193 -1.066
```



Below is the molecule C3H8FNO, with properties calculated with ωB97M-V/def2-TZVPD.

## Properties
- spin multiplicity = 1
- structure (SMILES) = COCN(C)F
- F_max (hartree/bohr) = 0.0557
- ΔE to the lowest compared entry with this formula, charge and spin (kcal per mole) = 89.5

Structure (XYZ):
```
14
C3H8FNO | the OMol25 dataset | ωB97M-V/def2-TZVPD
C 2.188 0.526 -0.286
O 1.094 1.338 0.210
C -0.034 0.531 0.656
N -0.695 -0.022 -0.490
C -1.711 -1.147 -0.123
F -1.566 1.055 -0.945
H 2.235 0.628 -1.378
H 1.900 -0.508 -0.098
H 3.034 0.972 0.168
H -0.717 1.255 1.113
H 0.171 -0.299 1.374
H -2.791 -0.955 -0.564
H -1.265 -2.132 -0.571
H -1.844 -1.241 0.934
```



Below is the molecule C3H8FO5PS2, with properties calculated with ωB97M-V/def2-TZVPD.

## Properties
- E (eV) = -47148.646
- spin multiplicity = 1
- structure (SMILES) = O=S(=O)(O)CCCPS(=O)(=O)F
- F_max (hartree/bohr) = 0.1702

Structure (XYZ):
```
20
C3H8FO5PS2 | the OMol25 dataset | ωB97M-V/def2-TZVPD
O -1.777 2.679 0.065
S -1.289 1.907 -1.201
O -1.764 2.782 -2.426
O -2.040 0.385 -1.355
C 0.582 1.883 -1.261
C 1.274 0.444 -0.891
C 0.952 -0.098 0.631
P -0.203 -1.620 0.549
S -0.601 -2.466 2.482
O -0.172 -1.580 3.676
O -2.097 -2.918 2.604
F 0.330 -3.942 2.575
H -1.572 -0.204 -2.017
H 0.883 2.162 -2.382
H 1.025 2.721 -0.573
H 0.913 -0.369 -1.672
H 2.450 0.597 -1.026
H 0.586 0.750 1.364
H 1.998 -0.464 1.071
H 0.522 -2.648 -0.212
```



Below is the molecule C3H8FP, with properties calculated with ωB97M-V/def2-TZVPD.

## Properties
- spin multiplicity = 1
- structure (SMILES) = CC(C)PF
- F_max (hartree/bohr) = 0.0654
- ΔE to the lowest compared entry with this formula, charge and spin (kcal per mole) = 19.9

Structure (XYZ):
```
13
C3H8FP | the OMol25 dataset | ωB97M-V/def2-TZVPD
C -0.476 1.011 0.158
C 0.057 -0.262 -0.450
C -0.774 -1.327 0.257
P 1.953 -0.168 -0.567
F 2.329 0.500 0.872
H -0.280 1.961 -0.375
H -1.599 0.975 0.347
H -0.044 1.200 1.078
H -0.277 -0.300 -1.572
H -1.776 -0.984 0.564
H -0.158 -1.387 1.242
H -0.876 -2.292 -0.231
H 1.922 1.073 -1.324
```



Below is the ion C3H8I2NO with charge +1, with properties calculated with ωB97M-V/def2-TZVPD.

## Properties
- spin multiplicity = 1
- structure (SMILES) = O[C@@H](CI)[NH2+]CI
- F_max (hartree/bohr) = 0.0964
- charge = +1
- ΔE to the lowest compared entry with this formula, charge and spin (kcal per mole) = 22.9

Structure (XYZ):
```
15
C3H8I2NO | the OMol25 dataset | ωB97M-V/def2-TZVPD
O -0.766 1.345 -0.344
C -0.645 0.113 0.256
C -1.577 -0.970 -0.339
I -3.601 -0.186 -0.022
N 0.808 -0.292 -0.105
C 1.888 0.580 0.437
I 3.865 -0.225 -0.060
H -1.618 1.654 -0.634
H -0.597 0.267 1.290
H -1.408 -1.790 0.231
H -1.498 -1.173 -1.329
H 0.975 -0.349 -1.068
H 0.859 -1.219 0.146
H 1.621 1.523 0.108
H 1.694 0.722 1.433
```



Below is a structure of composition C3H8I2Si, with properties calculated with ωB97M-V/def2-TZVPD.

## Properties
- spin multiplicity = 1
- F_max (hartree/bohr) = 0.0604
- ΔE to the lowest compared entry with this formula, charge and spin (kcal per mole) = 3.4

Structure (XYZ):
```
14
C3H8I2Si | the OMol25 dataset | ωB97M-V/def2-TZVPD
C 0.139 1.796 1.427
C 0.278 -2.092 -1.348
C -0.200 0.337 1.361
Si -0.206 -0.300 -1.019
I -2.510 0.107 -1.847
I 1.367 1.221 -2.184
H 1.153 1.982 1.083
H -0.545 2.389 0.828
H 0.066 2.156 2.454
H 1.300 -2.289 -1.036
H -0.372 -2.775 -0.811
H 0.199 -2.322 -2.409
H -1.205 0.101 1.685
H 0.538 -0.312 1.817
```



Below is a cluster of 2 separate species, C3H8IN2O in total, with properties calculated with ωB97M-V/def2-TZVPD.

## Properties
- spin multiplicity = 3
- F_max (hartree/bohr) = 0.1657
- charge = +1
- ΔE to the lowest compared entry with this formula, charge and spin (kcal per mole) = 0.0

Structure (XYZ):
```
15
C3H8IN2O | the OMol25 dataset | ωB97M-V/def2-TZVPD
C 0.424 -0.811 0.474
C -0.011 -0.671 -2.029
C -2.239 0.032 -1.706
N 0.491 -0.653 -0.679
N 2.118 0.935 3.254
O -1.327 -1.006 -2.037
I 0.242 -1.135 2.390
H 1.870 1.099 4.221
H 0.560 -1.442 -2.558
H 0.218 0.324 -2.445
H -3.230 -0.425 -1.679
H -2.223 0.820 -2.463
H -2.018 0.459 -0.723
H 3.095 0.662 3.226
H 2.031 1.813 2.755
```



Below is the molecule C3H8INO, with properties calculated with ωB97M-V/def2-TZVPD.

## Properties
- spin multiplicity = 1
- structure (SMILES) = CC(C)(I)ON
- F_max (hartree/bohr) = 0.0789
- ΔE to the lowest compared entry with this formula, charge and spin (kcal per mole) = 60.9

Structure (XYZ):
```
14
C3H8INO | the OMol25 dataset | ωB97M-V/def2-TZVPD
C -0.430 0.700 1.255
C -0.809 -0.074 -0.009
C -0.431 0.464 -1.309
I -3.198 -0.056 0.051
O -0.540 -1.410 0.144
N 0.840 -1.715 0.173
H -0.824 0.094 2.124
H -1.017 1.599 1.573
H 0.594 0.971 1.291
H -0.939 -0.125 -2.158
H -0.373 1.533 -1.622
H 0.578 0.157 -1.536
H 0.882 -2.335 1.048
H 0.820 -2.565 -0.426
```



Below is a cluster of 2 separate species, C3H8IO in total, with properties calculated with ωB97M-V/def2-TZVPD.

## Properties
- spin multiplicity = 1
- F_max (hartree/bohr) = 0.0324
- charge = -1
- ΔE to the lowest compared entry with this formula, charge and spin (kcal per mole) = 3.7

Structure (XYZ):
```
13
C3H8IO | the OMol25 dataset | ωB97M-V/def2-TZVPD
I -1.162 -1.836 -3.956
C 0.702 -0.916 0.337
C -0.274 0.176 0.040
C -0.273 1.199 1.147
O 0.065 0.770 -1.181
H 1.709 -0.495 0.290
H 0.609 -1.739 -0.372
H 0.554 -1.298 1.345
H -1.252 -0.202 -0.055
H -0.455 0.660 2.077
H -1.018 1.961 0.957
H 0.733 1.624 1.246
H 0.064 0.096 -1.873
```



Below is the ion C3H8N with charge +1, with properties calculated with ωB97M-V/def2-TZVPD.

## Properties
- spin multiplicity = 1
- structure (SMILES) = C[C@H]1C[NH2+]1
- F_max (hartree/bohr) = 0.1108
- charge = +1
- ΔE to the lowest compared entry with this formula, charge and spin (kcal per mole) = 18.7

Structure (XYZ):
```
12
C3H8N | the OMol25 dataset | ωB97M-V/def2-TZVPD
C -1.448 0.068 -0.059
C -0.094 -0.116 0.554
C 1.010 -0.779 -0.176
N 0.997 0.671 -0.027
H -1.843 1.052 0.167
H -2.141 -0.664 0.353
H -1.415 -0.066 -1.139
H -0.079 -0.169 1.637
H 1.783 -1.309 0.366
H 0.838 -1.159 -1.175
H 1.697 1.159 0.525
H 0.697 1.313 -1.027
```